C14H24CaCl5N4O3P2 as an isolated structure. Source: the Open Molecules 2025 dataset; level of theory: ωB97M-V with the def2-TZVPD basis set.

```
! wB97M-V def2-TZVPD RIJCOSX def2/J DEFGRID3
* xyz 1 1
Ca 1.71429 -2.58904 -0.71563
C 1.77545 1.78045 -1.77127
N 1.84068 1.95401 -0.29890
C 3.20692 2.38096 0.08628
P 1.62665 -0.03661 0.59657
O 2.77894 -0.58507 -0.25830
O 0.48405 -0.72831 -0.39533
P -1.14523 -0.48220 0.06028
O 0.55234 -2.97768 1.01950
N -1.75843 -0.18462 -1.45558
C -1.83141 -1.13645 -2.54863
C -2.57304 1.01176 -1.65631
N -1.76462 3.76660 0.95202
C 0.88255 2.93827 0.14636
C -1.55371 4.71435 -0.14684
N 2.07687 -0.46488 2.12181
C 3.20811 -1.32697 2.44858
C 1.02742 -0.38143 3.15251
H 2.40209 0.93972 -2.05604
H 2.13323 2.68519 -2.26778
H 0.74272 1.59582 -2.05700
H 3.91640 1.62658 -0.24866
H 3.26134 2.48596 1.16806
H 3.44671 3.33753 -0.38281
H -1.18679 -1.99735 -2.36173
H -1.51051 -0.65918 -3.47742
H -2.85028 -1.51069 -2.69127
H -2.41464 1.71965 -0.84121
H -3.63821 0.76839 -1.69150
H -2.29838 1.49394 -2.59745
H 0.60229 0.71935 1.14997
H -0.23021 2.84395 2.41611
H 1.10110 3.98727 0.02420
H -2.45939 5.32107 -0.08652
H -1.51566 4.27460 -1.14834
H -0.71141 5.40192 -0.02565
H 3.96157 -1.24522 1.67159
H 2.89613 -2.37079 2.55771
H 3.64258 -1.00487 3.39476
H 0.08165 -0.79890 2.80868
H 0.88085 0.64740 3.48645
H 1.34603 -0.96575 4.01232
Cl -0.45664 2.66968 1.05501
C -1.60874 -2.26746 0.27527
C -0.59221 -3.24482 0.44599
C -0.80442 -4.48924 -0.18560
Cl 0.63883 -5.41837 -0.57007
C -2.06548 -4.89892 -0.58847
Cl -2.29307 -6.45584 -1.26193
C -3.14808 -4.02410 -0.42436
Cl -4.74325 -4.54880 -0.77265
C -2.88783 -2.70546 -0.05122
Cl -4.18617 -1.56542 -0.01553
*
```

The highest occupied orbital energy is -10.8 eV. The value obtained for the gap between HOMO and LUMO is 7.19 eV.

A 2-piece molecular cluster, C5H12O2 overall in a non-equilibrium geometry. Source: the Open Molecules 2025 dataset; level of theory: ωB97M-V with the def2-TZVPD basis set.

```
! wB97M-V def2-TZVPD RIJCOSX def2/J DEFGRID3
* xyz 0 1
C 2.12253 0.10472 1.27592
C 0.72738 0.71687 1.04270
C 0.08487 0.61529 -0.34007
O -0.21116 -1.91816 0.20997
C -1.30355 0.20471 -0.53046
C -1.71434 0.01391 -1.96653
O -2.08328 0.05445 0.40403
H 2.14376 -0.98990 1.24290
H 2.85404 0.46546 0.54314
H 2.49550 0.40348 2.26626
H 0.01861 0.37071 1.80292
H 0.83015 1.79257 1.17596
H 0.78562 0.34193 -1.13949
H 0.24686 -2.08805 1.03625
H -0.51780 1.60396 -0.59317
H -1.70659 -1.07249 -2.08819
H -2.72260 0.38863 -2.13111
H -1.02884 0.44679 -2.70255
H -1.02115 -1.45488 0.49150
*
```

The highest occupied orbital energy is -9.6 eV. The structure (SMILES) is CCCC(C)=O.O. The value obtained for the gap between HOMO and LUMO is 10.53 eV.

An isolated ion of composition C23H31BF11INO4 and charge +1 in a non-equilibrium geometry. Source: the Open Molecules 2025 dataset; level of theory: ωB97M-V with the def2-TZVPD basis set.

```
! wB97M-V def2-TZVPD RIJCOSX def2/J DEFGRID3
* xyz 1 1
C 3.49862 2.24408 3.01333
C 2.49202 2.28744 2.16088
C 1.25370 2.64704 1.20178
C 0.97598 1.41696 0.14335
C 0.38091 1.90228 -1.27773
C -1.20294 1.69375 -1.49898
C -2.11534 2.15071 -0.20849
C -1.81986 3.65598 0.28950
O -2.07187 3.84804 1.72634
C -1.61519 5.12273 2.18165
F -0.34066 5.09995 2.83163
F -1.57684 6.14548 1.18228
F -2.57529 5.56916 3.18025
N -2.12731 1.15232 0.91274
C -2.21177 -0.29308 0.49055
B -3.28088 -1.01072 1.54387
O -4.69963 -0.61089 1.50810
C -2.88997 -2.17992 2.60544
C -1.65908 -3.13035 2.16162
C -2.69161 -0.50070 -1.03729
C -3.05401 -2.01249 -1.44757
C -4.67830 -2.25383 -1.46724
O -5.50211 -1.46551 -2.02051
I -5.56936 -4.03053 -0.48982
C -1.67169 0.25938 -2.08895
C -0.51638 -0.68632 -2.68199
C 0.24787 -1.63819 -1.64125
O 1.53164 -2.05867 -2.23370
C 2.42889 -2.15734 -1.07888
C 3.83841 -2.86718 -1.42248
F 3.60045 -3.68006 -2.61595
F 4.14430 -3.79241 -0.36244
C 5.03765 -1.85296 -1.80039
F 5.76846 -2.44755 -2.91496
F 4.44393 -0.64223 -2.35294
C 6.03307 -1.49019 -0.58410
F 6.77454 -2.63719 -0.08349
F 7.05217 -0.60211 -1.14174
C 5.33957 -0.64358 0.61686
F 4.88738 0.67242 0.17743
F 4.32579 -1.37492 1.32996
H 4.48617 2.20871 3.60738
H 0.29543 2.77203 1.82949
H 1.42226 3.64049 0.62751
H 2.04151 0.98974 -0.07698
H 0.40452 0.56350 0.65766
H 1.05989 1.48013 -2.10046
H 0.55539 3.05912 -1.31385
H -1.49419 2.48695 -2.30962
H -3.20478 2.17128 -0.63032
H -2.58756 4.34807 -0.25489
H -0.78428 4.07055 0.02311
H -3.00699 1.34305 1.45832
H -1.35712 1.34923 1.60032
H -1.22477 -0.86554 0.63104
H -4.90693 -0.44505 2.47180
H -3.82807 -2.87472 2.68238
H -2.74289 -1.76747 3.68828
H -1.52353 -3.98017 2.92469
H -0.69354 -2.47571 2.20760
H -1.79635 -3.63171 1.12888
H -3.69195 0.09761 -1.14165
H -2.69512 -2.34412 -2.48780
H -2.65106 -2.81983 -0.70508
H -2.37164 0.49164 -2.99797
H 0.25530 -0.09331 -3.32744
H -1.03371 -1.39396 -3.45568
H -0.36370 -2.61000 -1.41685
H 0.49568 -1.17789 -0.62015
H 1.89822 -2.84180 -0.29390
H 2.67192 -1.13616 -0.60008
H 6.18662 -0.42346 1.38758
*
```

The highest occupied orbital energy is -12.4 eV. The structure (SMILES) is C#CCCC[C@H]1[C@@H](CCOCC(F)(F)C(F)(F)C(F)(F)C(F)F)[C@@H](CC(=O)I)[C@H](B(O)CC)[NH2+][C@H]1COC(F)(F)F. The value obtained for the gap between HOMO and LUMO is 8.95 eV.

C7H6NO6Os as an isolated structure in a non-equilibrium geometry. Source: the Open Molecules 2025 dataset; level of theory: ωB97M-V with the def2-TZVPD basis set.

```
! wB97M-V def2-TZVPD RIJCOSX def2/J DEFGRID3
* xyz 3 5
O 3.03164 -0.93099 0.41463
C 1.85710 -1.01427 0.20066
Os -0.76538 1.22988 -2.56241
C -1.81013 0.75563 -1.08048
O -2.45224 0.46076 -0.14791
C -1.69808 2.65070 -3.43536
O -2.24525 3.55376 -3.93211
C -0.54295 -0.43103 -3.47756
O -0.42591 -1.45388 -4.02608
C 0.73775 2.00886 -1.71753
O 1.64854 2.49763 -1.16973
H 1.12269 -0.37006 -0.62084
C -0.74912 -1.56551 2.63190
C 0.48748 -1.11946 1.98393
N 1.13979 -0.04969 2.36827
O 0.99943 -1.84298 0.96743
H -0.63978 -1.48895 3.72338
H -0.96836 -2.60130 2.35187
H -1.59233 -0.92352 2.32902
H 2.07468 0.19605 2.01965
H 0.79043 0.43839 3.17927
*
```

The highest occupied orbital energy (spin up / spin down) is -22.4 / -22.3 eV. The value obtained for the gap between HOMO and LUMO (spin up / spin down) is 9.84 / 4.24 eV.

Which formula does entry 1 have? C14H24CaCl5N4O3P2